A cluster of 5 separate species, C2H14O4S2 in total at a distorted geometry, computed with wB97M-V/def2-TZVPD.

SMILES string = CSSC.O.O.O.O
Relative energy (zero: lowest compared OMol25 entry of this formula, charge and spin) = 42.2 kcal/mol

Geometry as ORCA input:
```
! wB97M-V def2-TZVPD RIJCOSX def2/J DEFGRID3
* xyz 0 1
S -0.1094 0.0997 1.3088
H 4.9371 1.1043 -4.4523
H -1.3256 1.7412 0.0070
H -4.8028 2.0027 3.1951
H 1.1414 -2.4205 -2.9405
H 3.8785 1.6578 -5.5233
H -0.6558 -3.3083 2.3296
C -0.7432 -2.8452 1.3515
H -0.0956 2.4374 1.0753
H -1.2749 -3.3778 0.6682
S -1.7597 -1.1642 1.3886
H 2.5855 0.9398 -0.9188
H 1.7971 -1.0546 -2.7014
H 0.2348 -2.5847 0.8229
H 3.5145 1.6898 -1.7239
O -4.0503 1.4699 3.0859
O 4.4840 1.9162 -4.7170
O 2.9281 0.8988 -1.7412
C -0.9729 1.6576 1.0150
H -3.7218 1.1287 3.9379
O 1.0831 -1.5100 -3.2511
H -1.5697 2.0024 1.8525
*
```

***

A structure of composition C22H50CeN3P3S at a distorted geometry, computed with wB97M-V/def2-TZVPD.

Relative energy (zero: lowest compared OMol25 entry of this formula, charge and spin) = 31.1 kcal/mol
⟨S²⟩ = 0.7663

Geometry as ORCA input:
```
! wB97M-V def2-TZVPD RIJCOSX def2/J DEFGRID3
* xyz 3 2
H 2.8127 0.8497 2.6184
H -1.3039 1.9503 -3.5001
H -2.1880 4.9525 -1.1159
C -1.6253 -1.9020 -4.2950
H 0.6399 -3.3688 4.9006
C -3.3846 2.3962 -1.2336
C -3.6412 0.4701 1.9395
C -1.4734 0.7927 3.7582
C 1.1640 -4.4805 1.7462
H -2.7030 -2.0484 -4.3148
H 0.1152 -4.4080 -7.4170
C -1.4490 4.3510 -0.5720
C 0.2944 -0.7147 -3.4108
H -3.6062 1.3541 -1.4930
C -1.1009 -0.8870 -3.5052
H -1.7485 3.6832 2.6954
H 2.7939 2.7552 -1.0285
H 3.4554 -4.4331 2.7866
C 3.0535 -3.4250 2.9600
C 0.6004 -2.5317 -4.9702
H -1.6525 4.4130 0.5017
C 2.3464 3.3249 -0.2066
H 3.1838 0.3687 0.9586
H 3.6806 -2.7088 2.3956
H -2.3442 0.8115 4.4324
H -0.9370 -2.7768 4.2528
C 1.7244 -0.7108 4.3866
N 1.6594 -3.3662 2.5408
H -1.2050 -3.4309 -5.7591
H -1.8001 -0.2344 -2.9875
H 1.6149 4.0160 -0.6384
C 1.0108 -2.1450 2.5046
C 1.5448 -2.8906 -7.8466
H -1.5129 -0.4313 -0.9772
P -1.5663 2.6298 -1.1579
P -2.0149 1.3257 2.0821
H -3.5047 -0.6192 1.8881
H -3.2057 2.9501 3.4305
H -3.8799 2.6243 -0.2828
H 1.1150 -2.2032 0.6010
H 3.1245 3.8987 0.3080
C -2.6036 3.0181 2.5116
C 1.1419 -1.5316 -4.1913
C 0.0263 -2.4710 4.6869
H 2.3984 -3.4679 -7.4588
H -1.0285 -0.2143 3.7217
H -0.7043 1.4730 4.1552
H 1.7039 -0.8695 5.4788
H -0.1181 3.1680 -3.0399
N 0.6944 -1.5512 3.7319
H 2.7314 -0.9495 4.0094
N 0.6679 -1.6260 1.3275
C -1.1698 2.8760 -2.9280
H -0.4455 4.7513 -0.7590
C 2.9902 1.2347 1.6076
Ce -0.2148 0.2775 0.0205
H 0.1455 -4.2581 1.4147
H 2.1874 3.7931 2.7006
H 1.1219 -5.3820 2.3730
C 1.2408 3.3306 2.4021
H -3.7853 3.0547 -2.0154
H 1.7943 -4.6852 0.8628
H -4.2423 0.7210 2.8273
H 1.2825 -3.1146 -5.5731
H -4.1685 0.7886 1.0308
H 2.2181 -1.3762 -4.1763
H 0.8179 2.7971 3.2625
H -0.5507 -2.9045 -8.2916
C 0.3060 -3.4018 -7.8199
H -1.8193 3.6611 -3.3389
H -3.2192 3.4515 1.7111
P 1.5590 2.2112 0.9997
S 1.0684 0.4408 -2.4161
H 3.8907 1.8636 1.6214
H -0.1664 -1.9452 5.6319
H 1.7784 -1.9349 -8.3288
H 3.1474 -3.1918 4.0295
C -0.7823 -2.7004 -5.0685
H 1.4860 0.3467 4.1960
H 0.5330 4.1165 2.1155
*
```

***

The molecule C2H4N2O at a distorted geometry, computed with wB97M-V/def2-TZVPD.

SMILES string = C=NNC=O
Relative energy (zero: lowest compared OMol25 entry of this formula, charge and spin) = 40.2 kcal/mol

Geometry as ORCA input:
```
! wB97M-V def2-TZVPD RIJCOSX def2/J DEFGRID3
* xyz 0 1
N 0.0116 0.6195 -0.1150
H 2.6204 0.7977 -0.0613
N 0.8985 -0.3648 0.0104
H -1.7901 1.3677 0.2700
C 2.1287 -0.1981 0.0642
H 2.7500 -1.1094 -0.0052
O -1.9030 -0.6930 -0.0481
H 0.3692 1.6292 -0.1522
C -1.3114 0.3773 0.1135
*
```

***

The molecule C3H7FN4 at a distorted geometry, computed with wB97M-V/def2-TZVPD.

SMILES string = N/N=C\N/N=C/CF
Relative energy (zero: lowest compared OMol25 entry of this formula, charge and spin) = 133.8 kcal/mol

Geometry as ORCA input:
```
! wB97M-V def2-TZVPD RIJCOSX def2/J DEFGRID3
* xyz 0 1
H -1.5332 -1.7704 -0.5654
N 1.1503 -0.9433 -0.4188
N 1.8669 1.7331 -0.4144
H 1.9576 2.6126 0.3432
C -2.6671 0.0313 0.2617
C -1.3408 -0.6988 -0.2295
H 0.7770 1.3906 -0.7788
H -3.0410 -0.1356 1.3600
N 2.6544 0.8062 0.3340
H 2.9961 -1.2898 0.6294
C 2.3381 -0.4402 0.1873
H 1.2181 -1.9177 -0.2493
F -2.6054 1.4238 -0.1129
H -3.6492 -0.5443 -0.2715
N -0.1218 -0.2577 -0.0749
*
```

***

A cluster of 2 separate species, C3H9NO2 in total at a distorted geometry, computed with wB97M-V/def2-TZVPD.

SMILES string = CNC(C)=O.O
Relative energy (zero: lowest compared OMol25 entry of this formula, charge and spin) = 30.9 kcal/mol

Geometry as ORCA input:
```
! wB97M-V def2-TZVPD RIJCOSX def2/J DEFGRID3
* xyz 0 1
O -1.4069 2.1583 0.4978
O 1.7357 -1.9320 -0.2736
H -2.1349 -1.2865 0.7868
N -0.6874 -0.0785 0.0408
H 1.2658 2.0701 1.0575
H 1.0929 2.5234 -0.4872
H 2.1392 -2.3351 -1.0636
C -0.5197 1.2905 0.2887
C 0.9949 1.6437 0.1642
H -2.7798 -0.0883 -0.0426
H 0.1059 -0.5835 -0.2960
H 1.6238 0.8369 -0.0747
H 2.4428 -2.2277 0.4593
H -1.9600 -1.3004 -0.9433
C -1.9122 -0.6909 -0.1142
*
```

***

A cluster of 2 separate species, C4H3N3O2S in total at a distorted geometry, computed with wB97M-V/def2-TZVPD.

Relative energy (zero: lowest compared OMol25 entry of this formula, charge and spin) = 61.9 kcal/mol

Geometry as ORCA input:
```
! wB97M-V def2-TZVPD RIJCOSX def2/J DEFGRID3
* xyz 0 1
O -0.1512 -3.4833 0.1725
S 0.2569 -2.8735 -1.0092
N 1.5643 2.0684 -0.8546
H -0.4623 0.8890 0.1297
N -0.0129 -0.6979 2.7108
C 1.6589 0.9244 -0.9667
C -0.9325 0.8358 1.0503
H -1.7165 1.5046 1.2496
C 1.5690 -0.4910 -1.1055
H 2.4327 -0.9350 -1.4135
O -0.4488 -3.1705 -2.2242
C 0.4246 -1.0845 -0.8502
N -0.4018 0.0788 1.9528
*
```

***

A structure of composition C17H23BrN4NaO4, computed with wB97M-V/def2-TZVPD.

Relative energy (zero: lowest compared OMol25 entry of this formula, charge and spin) = 4.7 kcal/mol

Geometry as ORCA input:
```
! wB97M-V def2-TZVPD RIJCOSX def2/J DEFGRID3
* xyz -1 1
H -2.3521 -0.8727 -1.7859
C 0.2640 -0.3299 -2.6768
H -1.9662 3.0243 0.0226
C 3.5255 -0.1959 2.6330
C -1.6098 1.0577 1.9554
H -4.2364 -1.5501 1.1367
H 3.5428 0.4339 6.0052
N -1.4209 -0.1955 2.3404
Br -1.9992 -2.8806 2.5171
C -3.6891 0.5414 0.9543
C 0.0228 0.0049 -1.1872
H -0.9157 -0.4665 -4.4681
H 3.5406 1.5617 4.0980
C 1.2841 0.7081 -3.1928
H -1.3921 0.8282 -3.3594
C -2.3389 -1.0726 2.0181
H -4.5759 0.8255 0.4006
C 0.9473 -1.9926 -0.4631
C 2.0893 0.1016 4.6226
H -3.0867 -1.0360 -3.3809
H 2.2412 -0.5684 6.5343
Na 1.1811 -1.2061 2.1469
N 1.2441 -2.3552 -1.7863
C -2.7825 2.8941 0.7342
O -0.4859 1.1110 -0.9756
H -0.8204 1.7573 2.2040
H 3.9363 0.3421 1.7701
H -2.6707 3.6294 1.5332
H 2.2324 0.5520 -2.6681
C -3.5096 -0.7803 1.3485
H 2.1653 1.4292 3.0033
H 1.8035 -0.2523 -5.0771
C 0.8320 -1.7102 -2.9100
C 1.5186 0.7266 -4.6933
C -1.0814 -0.2166 -3.4188
H 1.6574 -3.2692 -1.9080
N 2.5904 0.1317 5.9003
O 1.2703 -2.7903 0.4100
H -3.7228 3.0919 0.2185
H -1.8464 -2.1711 -2.8703
C -2.7221 1.4923 1.2419
N 0.3359 -0.8257 -0.1819
C 2.8873 0.8291 3.5692
H 4.3727 -0.6575 3.1612
O 1.0577 -0.5115 4.3893
H 0.9090 1.6786 -2.8575
C -2.1489 -1.1224 -2.8285
H 0.6321 1.0522 -5.2382
H 2.3158 1.4349 -4.9277
O 0.9745 -2.2100 -4.0134
*
```

***

A structure of composition C5H8O2, computed with wB97M-V/def2-TZVPD.

Relative energy (zero: lowest compared OMol25 entry of this formula, charge and spin) = 60.7 kcal/mol

Geometry as ORCA input:
```
! wB97M-V def2-TZVPD RIJCOSX def2/J DEFGRID3
* xyz 0 1
H -1.5790 0.8182 -1.4916
H 1.1964 -1.2106 -1.6895
H -0.3483 -0.0932 2.1079
H -1.3285 -1.2994 1.2208
O -1.6824 0.6869 0.6582
H 0.9620 1.2910 -1.3211
C -0.7970 -0.3432 1.1363
H 1.6975 -1.6521 -0.0556
C 0.0758 -0.2745 -0.1100
H 0.2165 -2.3480 -0.7409
C 0.4252 1.1590 -0.3838
H 0.4315 1.9082 1.3859
O 0.8917 2.0712 0.5535
C 0.8248 -1.4389 -0.6856
C -0.9863 0.7255 -0.5844
*
```

***

A structure of composition C30H46BrCoN3P2 at a distorted geometry, computed with wB97M-V/def2-TZVPD.

Relative energy (zero: lowest compared OMol25 entry of this formula, charge and spin) = 112.6 kcal/mol
⟨S²⟩ = 3.8024

Geometry as ORCA input:
```
! wB97M-V def2-TZVPD RIJCOSX def2/J DEFGRID3
* xyz 2 4
H -4.1560 -3.6125 0.9119
H -5.2441 -2.5166 0.0746
H 2.8052 2.0653 -3.4223
C -5.5131 2.3908 -4.0893
H 0.7039 4.3139 3.6119
C -4.2023 -2.6377 0.4137
H -0.2452 -2.0868 1.5508
N -6.2634 3.3090 -3.4635
H -1.1170 3.1391 -0.5465
H 4.8231 -0.0148 1.5363
N 0.9065 0.9787 3.1731
C 0.9703 3.6783 -1.0386
H -1.7477 -2.9870 -2.9729
Co -1.7318 0.2944 -0.7147
H 1.8299 -0.5049 2.1452
C 1.9659 2.3128 -2.7910
H -1.8889 0.7768 -3.2902
H 4.0343 -1.2100 2.9293
H 0.5714 -2.0995 -1.0892
H 4.3589 -2.9571 -0.2592
C 2.1274 3.3006 -1.7826
C 3.4953 -1.2261 -1.3375
C -6.0327 3.5252 -2.1602
P -1.6588 -1.7341 -0.2843
H -0.7372 3.5818 5.5755
H 0.5044 -1.4094 3.7920
C -0.3659 1.9470 -2.1161
H -3.0767 -3.4934 -1.2805
H -5.7623 2.2176 -5.1422
H 6.4807 0.1001 -0.1438
Br 3.7816 3.7773 -1.2013
H 5.5642 -1.7475 -0.8099
C -1.3406 -3.9599 1.7431
H -0.7265 -1.5633 -3.2363
H 1.6175 2.5813 2.0759
H -2.8004 1.6138 -0.3884
H -3.9515 -1.8753 1.1743
H 3.8437 -0.5390 -2.1293
C -1.2625 -2.4611 1.3744
C -0.2399 2.9816 -1.1859
C -0.2914 2.8496 4.9021
H -3.8814 0.9188 -3.9982
C 3.5513 -1.8703 2.1930
H 4.1629 1.5472 1.1713
H -0.8185 -4.6146 1.0254
C -3.2600 -2.5367 -0.7726
H 0.6849 0.6505 -3.4529
C 0.4990 3.2605 3.8178
C 5.7457 0.9216 -0.1559
H -4.9150 3.0188 -0.3602
H 6.2793 1.7876 0.2847
H 1.6985 -1.9199 1.0582
H -1.0644 1.0699 5.9302
H 3.1742 -2.7565 2.7319
P 2.8427 -0.0595 -0.0001
C 0.7671 1.5830 -2.8804
H 4.3161 -2.2123 1.4795
C -0.4774 1.4865 5.1099
C 4.6105 -2.2377 -1.0490
H -0.3602 -3.6065 -0.9142
C -1.7134 1.2016 -2.2763
C 0.1371 0.5846 4.2020
C -5.0286 2.8396 -1.4196
H 5.5133 1.1563 -1.2020
H -0.6188 -1.1107 5.0949
H -6.6797 4.2741 -1.6863
H -1.9018 -1.8889 2.0566
C -0.4009 -2.5808 -1.3199
N -0.0637 -0.7599 4.3284
H -0.8456 -4.1206 2.7212
C 1.0475 2.2942 2.9668
C 2.3976 -1.1615 1.4547
C -4.4551 1.6685 -3.4601
H 1.0330 4.4987 -0.3365
H -3.6750 -1.8465 -1.5306
C -4.1649 1.9482 -2.1039
H -0.0278 -3.1853 -3.3437
H 4.7886 -2.8292 -1.9616
C -2.9070 1.5269 -1.5054
C 4.4918 0.6070 0.6898
H 2.6129 -1.7469 -1.7511
C -0.7495 -2.5690 -2.7968
H -2.3735 -4.3299 1.8526
*
```

***

The molecule C9H13N3 at a distorted geometry, computed with wB97M-V/def2-TZVPD.

SMILES string = Cc1nc(N)nc2c1CCCC2
Relative energy (zero: lowest compared OMol25 entry of this formula, charge and spin) = 16.1 kcal/mol

Geometry as ORCA input:
```
! wB97M-V def2-TZVPD RIJCOSX def2/J DEFGRID3
* xyz 0 1
H -1.4748 2.2381 0.3297
C 1.3159 2.5649 -0.0507
N 3.6745 -1.4776 -0.1163
C -1.3628 1.1642 -0.1536
H 2.3489 2.9810 0.0624
H 3.6275 -2.4457 0.2898
H -2.4659 -0.2532 1.4295
C -0.0053 0.5000 -0.1486
H -3.1224 -1.8960 -0.1401
H -2.5664 -1.0515 -1.5273
H 4.3717 -0.9072 0.3937
H -1.4824 1.1132 -1.3515
H -1.2731 -1.7167 1.4551
H 0.8066 3.0301 -0.8770
C -2.3527 -1.1414 -0.4002
C 2.3587 -0.8718 -0.0362
H -3.3876 0.6147 0.0777
C 1.1820 1.1283 -0.1316
H -0.9848 -2.8494 -0.1667
N 2.4146 0.5462 0.1082
C 0.0403 -0.9309 -0.1327
C -2.4703 0.1465 0.3550
N 1.2617 -1.5588 -0.2268
C -1.1935 -1.7598 0.1739
H 0.7396 2.8331 0.7844
*
```

***

A cluster of 2 separate species, C3H10NS in total at a distorted geometry, computed with wB97M-V/def2-TZVPD.

Relative energy (zero: lowest compared OMol25 entry of this formula, charge and spin) = 19.4 kcal/mol
⟨S²⟩ = 0.7532

Geometry as ORCA input:
```
! wB97M-V def2-TZVPD RIJCOSX def2/J DEFGRID3
* xyz 0 2
N -0.7467 1.4176 -1.1673
H -0.4477 -1.6104 1.3512
H 2.2979 -0.2391 -0.4774
H -1.4769 -0.1282 1.3371
H -0.9659 2.3958 -1.1857
H 2.7258 -1.0253 1.1298
H -0.6829 -0.5991 2.8455
C -1.2142 0.6080 -2.1471
H -0.1937 1.0753 -0.3560
H -1.0363 -0.4565 -2.0868
C 1.9496 -0.6963 0.4408
H 1.4048 -1.6154 0.2094
C -0.6021 -0.6178 1.7643
S 0.7981 0.4694 1.2870
H -1.8096 1.0219 -2.9449
*
```

***

The molecule C25H22N2O6S at a distorted geometry, computed with wB97M-V/def2-TZVPD.

SMILES string = COc1cc(/C=C2\S/C(=N\c3ccccc3)N(Cc3ccco3)C2=O)ccc1O[C@@H](C)C(=O)O
Relative energy (zero: lowest compared OMol25 entry of this formula, charge and spin) = 41.3 kcal/mol

Geometry as ORCA input:
```
! wB97M-V def2-TZVPD RIJCOSX def2/J DEFGRID3
* xyz 0 1
H -5.6646 -2.0588 -3.0273
H 8.7923 -1.1351 -0.3802
C 2.6317 2.3892 -0.5201
C -5.8104 -1.8464 -1.9869
H -5.1599 4.7299 1.6759
C -1.8798 -2.4230 0.9544
O 5.5899 -0.2804 -0.8205
H -7.7124 -0.8153 -1.7291
H 1.2227 0.3422 0.0069
O 3.6424 1.4098 -0.6053
C -3.9375 4.5756 -0.0754
H 0.4857 -3.3053 0.7191
C -4.5257 2.7231 1.3316
C 2.8983 -2.5929 0.1382
C -3.2184 3.7236 -0.8967
N -3.7927 0.5227 0.8327
C 7.1701 0.6771 0.7251
C 4.1646 -2.1445 -0.1806
C 4.3820 -0.8017 -0.4418
C -6.4376 -1.2437 0.0504
O -4.8456 -2.2413 -1.1400
H 3.1261 3.3360 -0.7292
H 1.8451 2.2162 -1.2596
C 0.5199 -2.2389 0.5226
H 6.5283 -1.3727 0.6873
H -6.9836 -0.8390 0.8767
H -3.9955 5.6287 -0.3060
C 7.8836 -1.0371 -0.9668
N -2.9948 -1.6207 1.0009
C -2.8409 -0.2889 0.7465
H -5.0297 2.3157 2.1943
C -4.5912 4.0697 1.0376
C 2.0445 -0.3499 -0.0561
H 7.6468 -1.9890 -1.4352
C -0.6819 -1.6339 0.6170
O 6.4066 1.7358 0.5145
C 3.3080 0.1093 -0.3682
C 1.8176 -1.7087 0.1996
H -4.1626 -3.2528 1.3612
H -2.7187 4.1109 -1.7727
H 4.9875 -2.8407 -0.2405
H 2.1908 2.4215 0.4802
C -4.3161 -2.1744 1.2407
H -2.5938 1.7087 -1.2604
O -1.8993 -3.6132 1.1739
H -4.7337 -1.7479 2.1558
C -6.8175 -1.2304 -1.3138
C -3.1350 2.3756 -0.6054
S -1.1103 0.0435 0.3715
C -5.2308 -1.8747 0.1017
C 6.7450 -0.5933 -0.0533
H 5.6770 1.5213 -0.1111
O 8.1192 0.6780 1.4563
C -3.7820 1.8653 0.5203
H 8.0378 -0.2931 -1.7443
H 2.7388 -3.6420 0.3338
*
```